1.
Entry from the Open Molecules 2025 dataset: 3 unconnected molecules or ions with the total composition C18H40O11 at a distorted geometry (ωB97M-V/def2-TZVPD).

Atoms and positions in Å:
O  0.6618  -0.5659  -3.8828
C  -0.0379  -0.6813  -5.0433
O  0.6725  -0.3965  -6.2993
C  0.7293  -1.5816  -7.1682
C  2.1984  -2.3282  -6.8768
O  2.6312  -3.2016  -7.9722
C  2.1186  -4.5676  -7.8705
O  0.9982  -4.7740  -6.9469
C  1.4554  -5.4838  -5.7095
C  0.1479  -5.4863  -4.6897
O  0.0433  -4.1499  -4.0369
H  -1.1608  -0.9908  -4.9318
H  -0.1797  -2.3365  -7.0031
H  0.7771  -1.2102  -8.2999
H  2.9774  -1.4222  -6.8561
H  2.2587  -2.8052  -5.8019
H  2.9900  -5.3553  -7.6585
H  1.7181  -4.8587  -8.9571
H  1.8849  -6.5502  -5.9281
H  2.3198  -4.8919  -5.1465
H  0.2016  -6.3589  -3.9111
H  -0.8020  -5.6541  -5.3794
H  0.3317  -3.4825  -4.7497
C  -3.7049  2.4473  2.8993
O  -3.4483  1.6468  1.7564
C  -4.5153  1.7014  0.8079
C  -4.0347  1.2189  -0.5631
O  -3.3221  2.2276  -1.2912
C  -1.9970  2.5113  -0.8248
C  -0.9944  1.4077  -1.1757
O  -1.0994  0.3272  -0.2464
C  -0.5854  -0.8839  -0.7733
H  -4.6064  2.1057  3.4146
H  -2.8537  2.3579  3.5783
H  -3.8074  3.4967  2.6103
H  -4.8970  2.7256  0.7236
H  -5.3135  1.0438  1.1689
H  -4.9186  0.9937  -1.1707
H  -3.4544  0.2965  -0.4935
H  -1.9946  2.7433  0.2410
H  -1.6937  3.4229  -1.3495
H  0.0259  1.8042  -1.1066
H  -1.1785  1.0573  -2.1967
H  -1.1586  -1.1894  -1.6548
H  -0.6827  -1.6617  -0.0116
H  0.4726  -0.7724  -1.0313
C  0.2661  2.6075  3.1284
O  1.1663  2.3761  4.2003
C  1.8548  3.5645  4.5938
C  2.4517  3.3958  5.9933
O  1.4898  3.5950  7.0377
C  0.5386  2.5381  7.2163
C  1.1465  1.2965  7.8759
O  1.8483  0.5131  6.9084
C  2.8106  -0.3389  7.5056
H  0.8013  2.9716  2.2474
H  -0.2218  1.6620  2.8804
H  -0.5026  3.3246  3.4287
H  1.1700  4.4204  4.5873
H  2.6593  3.7361  3.8705
H  3.2019  4.1816  6.1375
H  2.9675  2.4402  6.1073
H  0.0336  2.2987  6.2795
H  -0.2210  2.9426  7.8928
H  0.3453  0.6712  8.2882
H  1.8186  1.6036  8.6841
H  3.5732  0.2519  8.0236
H  3.2986  -0.9167  6.7165
H  2.3302  -1.0309  8.2047

Output
E_HOMO = -9.0 eV
ΔE to the lowest compared entry with this formula, charge and spin = 53.7 kcal per mole
SMILES string = O=COCCOCOCCO.COCCOCCOC.COCCOCCOC



2.
Entry from the Open Molecules 2025 dataset: a molecular structure, C4HCl3F9NaO9S3 at a distorted geometry (ωB97M-V/def2-TZVPD).

Atoms and positions in Å:
Na  0.6207  -0.6769  1.5229
C  0.5243  4.1374  0.6163
F  1.6858  4.2718  1.2759
F  -0.4566  3.9640  1.5013
F  0.3101  5.2828  -0.0508
S  0.6374  2.6192  -0.6278
O  0.8481  1.4685  0.2603
O  -0.6316  2.5867  -1.3508
O  1.7607  2.8753  -1.5169
C  0.4402  -2.9617  -2.9326
F  1.5045  -3.0871  -3.7699
F  -0.6523  -3.1679  -3.6451
F  0.5688  -3.8983  -1.9859
S  0.4673  -1.2067  -2.1636
O  1.3179  -0.3965  -3.0356
O  -0.9296  -0.7921  -2.2361
O  0.9591  -1.4413  -0.7867
C  -3.8921  1.4381  2.4238
F  -5.1652  1.6550  2.1093
F  -3.2494  2.5840  2.1778
F  -3.7841  1.0601  3.7104
S  -3.1320  0.1174  1.2273
O  -3.9144  -1.0605  1.5279
O  -3.1593  0.6336  -0.1373
O  -1.7414  -0.0074  1.6943
C  3.8448  -3.2695  0.8749
Cl  5.2817  -2.2751  1.1000
Cl  3.3794  -3.3506  -0.8064
Cl  2.3847  -2.8507  1.8261
H  4.1726  -4.2513  1.1972

Output
E_HOMO = -3.1 eV
ΔE to the lowest compared entry with this formula, charge and spin = 7.1 kcal per mole
Net charge = -2



3.
Entry from the Open Molecules 2025 dataset: a molecular structure, C32H38BrN5O2S3SeTi (ωB97M-V/def2-TZVPD).

Atoms and positions in Å:
Ti  0.4899  0.0689  -0.0868
C  1.7945  0.3801  4.5702
C  1.3839  0.6909  3.1451
S  0.2817  -0.4634  2.3981
C  1.8640  1.7629  2.4926
C  2.8589  2.7128  3.1125
S  1.3878  2.1615  0.8419
H  1.2417  -0.4847  4.9335
H  1.5967  1.2182  5.2462
H  2.8639  0.1493  4.6430
H  2.7924  2.7343  4.2024
H  2.6951  3.7245  2.7343
H  3.8856  2.4336  2.8458
C  4.6774  -1.1885  1.0808
C  5.3727  -1.0847  -0.1160
C  4.6754  -0.8170  -1.2797
C  3.2932  -0.6404  -1.2350
N  2.6399  -0.6812  -0.0547
C  3.3092  -0.9727  1.0595
C  2.4287  -0.4792  -2.4290
C  2.9435  -0.4850  -3.7254
C  2.0743  -0.5023  -4.8044
C  0.7023  -0.5054  -4.5774
C  0.2036  -0.4487  -3.2802
C  1.0513  -0.4350  -2.1678
H  5.1751  -1.4275  2.0109
H  6.4473  -1.2299  -0.1453
H  5.1950  -0.7660  -2.2262
H  2.7054  -1.0331  1.9564
H  4.0132  -0.4754  -3.9089
H  2.4631  -0.5051  -5.8172
H  0.0173  -0.5186  -5.4194
H  -0.8684  -0.3412  -3.1320
Br  -5.6758  -0.3922  -2.0911
C  -5.0183  -0.3446  -0.2864
C  -5.9447  -0.6823  0.6686
C  -5.6028  -0.7693  2.0282
C  -4.2578  -0.5160  2.3794
C  -3.3268  -0.1884  1.4312
C  -3.6395  -0.0656  0.0310
C  -2.5902  0.2286  -0.9159
O  -2.7609  0.4237  -2.1276
O  -1.3254  0.1611  -0.4176
H  -6.9583  -0.8962  0.3512
H  -6.3493  -1.0246  2.7694
H  -3.9443  -0.5781  3.4173
H  -2.3066  0.0020  1.7357
C  2.8748  4.5942  -1.6230
N  1.6884  4.9380  -0.8768
C  1.6785  5.5643  0.3537
C  0.4261  5.4651  0.8382
N  -0.3230  4.7838  -0.0951
C  -1.6437  4.2289  0.1395
C  0.4591  4.4237  -1.1470
Se  -0.0650  3.4068  -2.5723
H  3.5978  5.4068  -1.5438
H  2.5934  4.4338  -2.6612
H  3.2994  3.6683  -1.2285
H  2.5641  6.0002  0.7785
H  0.0071  5.7957  1.7711
H  -2.2090  4.9144  0.7704
H  -1.5483  3.2541  0.6232
H  -2.1428  4.0914  -0.8168
C  -0.8284  -4.4763  -2.4187
N  -1.6148  -3.9445  -1.3185
C  -2.3359  -2.7399  -1.7611
C  -0.9631  -3.8345  -0.0882
S  0.7196  -3.8637  0.0049
N  -1.7847  -3.7382  0.9728
C  -3.2329  -3.8602  0.8917
C  -1.3085  -3.4551  2.3131
H  -1.5233  -4.7219  -3.2257
H  -0.3000  -5.3735  -2.1056
H  -0.0942  -3.7516  -2.7874
H  -1.6390  -2.0356  -2.2231
H  -2.8178  -2.2294  -0.9368
H  -3.0958  -3.0171  -2.4936
H  -3.5152  -4.3909  -0.0143
H  -3.7204  -2.8817  0.9148
H  -3.5696  -4.4260  1.7634
H  -0.2542  -3.2139  2.2930
H  -1.4803  -4.3273  2.9545
H  -1.8532  -2.5983  2.7137

Output
E_HOMO (spin up / spin down) = 1.1 / -1.5 eV
⟨S²⟩ = 2.022
ΔE to the lowest compared entry with this formula, charge and spin = 0.0 kcal per mole
2S+1 = 3
Net charge = -2



4.
Entry from the Open Molecules 2025 dataset: a molecular structure, C23H32BKNO10S at a distorted geometry (ωB97M-V/def2-TZVPD).

Atoms and positions in Å:
K  1.0939  2.6039  1.2996
C  -5.2296  -1.3798  -3.1805
C  -6.1642  -0.2082  -2.8339
C  -7.5682  -0.8543  -3.1317
C  -8.0198  -1.9501  -2.1639
C  -8.0176  -1.2652  -0.8226
C  -6.5714  -0.7334  -0.3267
N  -6.0128  0.1489  -1.4129
O  -4.8833  0.9801  -1.0609
C  -5.6822  -2.0046  0.1412
C  -6.8451  0.2122  0.9765
C  -5.8405  0.8087  -3.9326
H  -4.2200  -1.0377  -2.9530
H  -5.0352  -1.6253  -4.2246
H  -5.2987  -2.2415  -2.5165
H  -7.5165  -1.3483  -4.1020
H  -8.3157  -0.0665  -3.2253
H  -7.3911  -2.8371  -2.0867
H  -9.0381  -2.2653  -2.3915
H  -8.3851  -1.9539  -0.0618
H  -8.6307  -0.3680  -0.9088
H  -4.6426  -1.7714  -0.0888
H  -5.8888  -2.9783  -0.3031
H  -5.7329  -2.1331  1.2224
H  -7.4472  -0.3388  1.6990
H  -7.2867  1.1347  0.5997
H  -5.8555  0.4806  1.3465
H  -4.8319  1.2151  -4.0073
H  -6.3932  1.7138  -3.6809
H  -6.1444  0.4221  -4.9054
B  0.3375  8.2951  1.9757
H  0.8520  9.1907  1.6634
H  -0.4888  8.2144  1.2865
H  1.0054  7.4658  1.8014
H  0.0546  8.3847  3.0131
C  9.2754  1.6218  -1.0398
C  9.0325  0.3249  -1.2890
C  7.7370  -0.1860  -1.9072
O  7.6369  -1.4052  -2.3990
C  6.6883  0.6688  -2.1169
C  6.7285  2.0178  -1.7097
C  8.2369  2.5903  -1.1586
O  8.3658  3.8086  -1.1885
O  5.9163  2.7786  -1.9959
O  10.0246  -0.4780  -0.9198
H  10.1530  2.1071  -0.6390
H  5.7757  0.2127  -2.4712
C  5.4326  2.6076  5.9967
C  5.3466  1.1984  5.9151
C  6.5839  0.3546  5.9228
O  6.5797  -0.9426  5.5205
C  7.8126  0.8289  6.1751
C  8.0132  2.2284  6.4889
C  6.7281  3.1256  6.2043
O  6.9084  4.3547  6.2638
O  9.0765  2.7904  6.7717
O  4.1420  0.7589  5.6824
H  4.5001  3.1484  5.9302
H  8.7193  0.2426  6.1526
C  1.1265  -6.6836  -2.6766
S  0.1466  -5.9766  -1.2681
O  0.4644  -6.7944  0.0202
C  1.0699  -4.4435  -1.0380
H  2.1628  -6.7705  -2.3501
H  1.1285  -6.0080  -3.5319
H  0.8237  -7.6964  -2.9427
H  2.1253  -4.6274  -0.8368
H  0.6883  -3.7458  -0.2926
H  0.8845  -3.9212  -1.9766

Output
E_HOMO = 4.2 eV
Net charge = -5